9
Properties=species:S:1:pos:R:3:forces:R:3 method="wB97M-V/def2-TZVPD" total_energy_ha=-567.53195 s_squared=2.023 spin_multiplicity=3 relative_energy_kj_mol=545.7
C 0.248 -0.532 0.289 -2.23 -0.91 -0.37
C 1.472 -0.079 0.145 4.66 0.89 -0.38
F 2.597 -0.824 -0.041 -1.56 0.69 1.09
F 1.917 1.205 0.036 -0.93 -1.11 -0.75
Si -1.309 0.440 -0.027 0.00 0.28 -0.04
H 0.116 -2.240 -0.216 -0.05 0.10 -0.59
H -1.471 0.605 -1.637 0.34 -0.03 2.09
H -1.055 1.597 0.881 -0.35 0.36 -0.71
H -2.515 -0.173 0.570 0.11 -0.27 -0.34